Entry i
14
Properties=species:S:1:pos:R:3 method="wB97M-V/def2-TZVPD" homo_lumo_gap_ev="8.685 / 8.682" homo_ev="-9.56 / -9.55" lumo_energy_ev="-0.871 / -0.872" charge=0
C -2.329 -1.004 -0.257
C -0.267 -0.059 0.081
C -2.176 1.058 0.245
C 2.127 0.399 -0.478
C 1.168 -0.506 0.300
C -0.872 1.116 0.355
N -1.058 -1.134 -0.208
N 2.437 1.596 -0.297
N -3.031 0.237 -0.081
H -3.041 -1.808 -0.289
H 2.473 -0.126 -1.377
H 1.445 -0.177 1.352
H 1.103 -1.541 0.060
H 2.021 1.948 0.595

Entry ii
14
Properties=species:S:1:pos:R:3 method="wB97M-V/def2-TZVPD" smiles=c1cnc2nccn2c1 homo_lumo_gap_ev=8.781 homo_ev=-8.55 lumo_energy_ev=0.231 charge=0
C -0.300 2.104 0.866
C -1.296 1.396 0.205
C -1.168 -0.888 -0.756
C -0.286 -1.904 -0.918
C 1.043 -1.780 -0.485
C 0.639 0.273 0.313
H -0.338 3.075 1.330
H -2.323 1.623 -0.076
H -2.181 -0.960 -1.105
H -0.589 -2.824 -1.380
H 1.762 -2.547 -0.703
N -0.707 0.223 -0.141
N 1.551 -0.721 0.108
N 0.853 1.416 0.975

Of them, entry ii has the highest stability.

Entry i
14
Properties=species:S:1:pos:R:3 method="wB97M-V/def2-TZVPD" homo_lumo_gap_ev=9.598 homo_ev=-13.11 lumo_energy_ev=-3.507 charge=+1
C -2.365 0.279 -0.648
C 2.817 0.094 -0.141
C 4.090 -0.115 -0.108
N -1.255 0.586 0.005
N -3.227 -0.490 0.002
O 1.627 0.309 -0.071
O -0.946 0.059 1.245
H -2.442 0.733 -1.576
H 4.541 -0.731 -0.885
H -0.414 1.089 -0.480
H 4.786 -0.054 0.677
H -4.278 -0.719 -0.156
H -2.898 -0.832 0.898
H -0.036 -0.209 1.239

Entry ii
14
Properties=species:S:1:pos:R:3 method="wB97M-V/def2-TZVPD" homo_lumo_gap_ev="9.174 / 9.173" homo_ev="-13.86 / -13.86" lumo_energy_ev="-4.691 / -4.690" charge=+1
C 0.199 0.148 1.307
C 0.570 -0.674 -0.811
C -1.656 0.333 -0.239
N 1.490 0.503 1.324
N -0.259 -0.224 0.104
O 2.165 0.322 0.220
O 0.183 -0.402 -2.080
H -0.542 0.036 2.119
H 1.267 -1.463 -0.650
H -1.936 0.312 -1.325
H -1.786 1.414 0.124
H -2.295 -0.231 0.482
H 2.018 0.985 2.078
H 0.583 -1.060 -2.653

Of them, entry i has the highest stability.

Entry i
14
Properties=species:S:1:pos:R:3 method="wB97M-V/def2-TZVPD" homo_lumo_gap_ev="7.868 / 7.869" homo_ev="-13.27 / -13.27" lumo_energy_ev="-5.400 / -5.400" charge=+1
C 0.996 0.280 0.620
C 1.431 0.263 -0.801
C -0.511 0.115 0.256
N -0.623 -1.100 -0.163
N -1.450 0.974 0.518
O -1.860 -1.546 -0.215
O 1.891 -0.758 -1.442
H 1.417 -0.482 1.156
H 1.352 1.186 1.195
H 1.476 1.279 -1.408
H -2.526 -1.275 0.415
H -2.357 0.955 0.031
H -1.196 1.816 0.915
H 1.961 -1.707 -1.077

Entry ii
14
Properties=species:S:1:pos:R:3 method="wB97M-V/def2-TZVPD" homo_lumo_gap_ev=7.715 homo_ev=-14.62 lumo_energy_ev=-6.903 charge=+1
C 0.420 1.211 -0.057
C -1.421 -0.279 -0.219
C 0.905 -0.651 -0.269
N -0.378 -1.160 -0.030
N -0.873 1.048 0.363
O -1.405 1.671 1.289
O 1.742 -1.005 0.707
H 1.025 1.819 0.617
H 0.470 1.700 -1.059
H -1.531 0.064 -1.214
H -2.370 -0.628 0.139
H 1.159 -0.858 -1.277
H -0.357 -1.620 0.808
H 2.614 -1.314 0.202

Of them, entry i has the highest stability.

Entry i
14
Properties=species:S:1:pos:R:3 method="wB97M-V/def2-TZVPD" homo_lumo_gap_ev=9.790 homo_ev=-13.64 lumo_energy_ev=-3.855 charge=+1
C 1.298 0.284 0.318
C 0.390 0.844 -0.473
C -0.668 -0.927 0.392
N 0.783 -0.992 0.571
N -0.826 0.161 -0.653
O 0.803 2.239 -1.626
O -1.282 -0.546 1.530
H 2.245 0.655 0.547
H -0.861 -1.920 0.095
H 1.017 -1.529 1.515
H -1.701 0.696 -0.437
H -0.831 -0.180 -1.685
H 1.860 2.126 -1.641
H -2.228 -0.911 1.549

Entry ii
14
Properties=species:S:1:pos:R:3 method="wB97M-V/def2-TZVPD" homo_lumo_gap_ev="8.921 / 8.193" homo_ev="-12.39 / -12.03" lumo_energy_ev="-3.470 / -3.839" charge=+1
C -1.591 -0.238 -3.115
C -0.308 -0.076 3.042
C 0.570 0.435 0.971
N -0.472 -0.062 -2.694
N 1.047 -0.239 -0.235
O -2.732 -0.332 -3.254
O 0.044 -0.364 1.860
H -0.522 -0.784 3.740
H -0.354 0.917 3.261
H 0.782 1.530 1.144
H 0.227 0.316 -3.307
H 2.078 -0.022 -0.312
H 0.378 0.175 -1.020
H 0.854 -1.256 -0.081

Of them, entry ii has the highest stability.